Here is C8H24Cl2O4PbS4 as an isolated structure at a distorted geometry from OMol25. Energies are from ωB97M-V/def2-TZVPD.

* net charge: 0
* gap between HOMO and LUMO: 7.55 eV
* 2S+1: 1
* max |F|: 1.15 eV Å⁻¹
* electronic energy: -3326.1205 Eh

Last column: Mulliken charge in e.
Atoms and positions in Å:
Pb1 -34.636 -34.049 6.918  1.333
Cl1 -34.904 -34.277 4.121  -0.701
Cl2 -35.274 -33.751 9.632  -0.713
S1 -33.929 -37.728 6.518  0.617
S2 -37.392 -31.200 6.809  0.410
S3 -30.971 -35.308 7.634  0.406
S4 -32.346 -30.968 5.619  0.379
O1 -33.048 -31.997 6.427  -0.459
O2 -36.258 -32.098 6.451  -0.408
O3 -32.300 -34.921 7.080  -0.419
O4 -34.760 -36.679 7.188  -0.606
C1 -31.318 -31.814 4.405  -0.926
C2 -34.639 -39.309 6.942  -1.081
C3 -37.541 -31.252 8.606  -0.815
C4 -31.323 -36.028 9.252  -0.849
C5 -36.763 -29.518 6.750  -1.068
C6 -34.462 -37.699 4.816  -0.989
C7 -33.548 -30.311 4.441  -0.602
C8 -30.211 -33.790 8.200  -0.661
H1 -30.470 -33.503 9.217  0.297
H2 -34.046 -36.805 4.355  0.214
H3 -30.895 -30.991 3.825  0.410
H4 -36.539 -31.494 8.971  0.176
H5 -36.594 -29.188 5.728  0.339
H6 -33.552 -30.813 3.479  0.346
H7 -30.421 -36.549 9.570  0.390
H8 -37.550 -28.846 7.108  0.423
H9 -31.946 -32.429 3.760  0.274
H10 -32.129 -36.737 9.065  0.206
H11 -35.551 -37.680 4.773  0.334
H12 -34.305 -39.757 7.874  0.317
H13 -33.227 -29.277 4.279  0.421
H14 -30.559 -32.432 4.875  0.293
H15 -34.497 -30.308 4.970  -0.110
H16 -38.158 -32.112 8.865  0.313
H17 -30.503 -32.981 7.528  0.000
H18 -35.729 -39.247 6.959  0.310
H19 -34.126 -38.611 4.318  0.432
H20 -31.679 -35.259 9.931  0.309
H21 -29.124 -33.822 8.093  0.393
H22 -37.980 -30.349 9.019  0.367
H23 -34.381 -40.020 6.153  0.387
H24 -35.944 -29.412 7.461  0.309